Record 1
This record from the Open Molecules 2025 dataset describes 2 unconnected molecules or ions with the total composition H6N6 at a distorted geometry. The level of theory is the ωB97M-V functional and the def2-TZVPD basis.

Summary:
Frontier orbital gap in eV: 8.91
HOMO energy in hartree: -0.3068

Cartesian coordinates (Å):
N 3.5475 -0.8925 -0.0020
N 0.0353 -0.3767 -0.0125
N 3.2007 -0.4487 -1.0757
N -2.2628 -0.5227 0.2239
N -1.1640 1.3496 1.0058
N -0.9761 0.0318 0.3211
H -3.0397 0.2465 0.1380
H 2.2080 -0.3204 -1.2816
H -2.4242 -1.3538 -0.4139
H 2.8186 -1.2675 0.8134
H -0.4455 1.3777 1.6718
H -1.9979 1.5642 1.4427

From a Löwdin analysis of the wavefunction, the atomic charges in e read: atom 1 (N): -0.089, atom 2 (N): 0.104, atom 3 (N): -0.062, atom 4 (N): 0.040, atom 5 (N): 0.091, atom 6 (N): -0.483, atom 7 (H): 0.127, atom 8 (H): 0.002, atom 9 (H): 0.112, atom 10 (H): 0.086, atom 11 (H): 0.048, atom 12 (H): 0.023

Record 2
This record from the Open Molecules 2025 dataset describes a molecular structure, C35H37ClNOP2RuSSe4. The level of theory is the ωB97M-V functional and the def2-TZVPD basis.

Summary:
Frontier orbital gap (spin up / spin down) in eV: 7.30 / 5.19
Multiplicity: 2
HOMO energy (spin up / spin down) in hartree: -0.2626 / -0.2612

Cartesian coordinates (Å):
Ru 1.4424 1.0386 0.1924
C -0.0516 -1.9376 -0.4253
N -1.4117 -1.4673 -0.5954
C -1.8302 -0.1865 -0.0637
P -0.6082 0.6653 1.0150
C -0.7908 -0.2434 2.5894
C -0.3387 0.3623 3.7603
C -0.4805 -0.2712 4.9837
C -1.0722 -1.5256 5.0526
C -1.5302 -2.1361 3.8947
C -1.3960 -1.4964 2.6687
C -1.6572 2.1395 1.3569
C -1.5623 3.2662 0.5444
C -2.3954 4.3582 0.7392
C -3.3381 4.3417 1.7590
C -3.4489 3.2208 2.5683
C -2.6191 2.1254 2.3653
C -2.3542 -2.2179 -1.3028
C -2.2238 -3.6022 -1.4802
C -3.1747 -4.3189 -2.1881
C -4.2898 -3.6929 -2.7261
C -4.4384 -2.3283 -2.5355
C -3.4905 -1.5969 -1.8366
P 1.2290 -0.7799 -1.0914
C 0.6799 -0.7508 -2.8419
C -0.4398 0.0013 -3.1908
C -0.9325 -0.0136 -4.4867
C -0.2995 -0.7703 -5.4628
C 0.8280 -1.5068 -5.1332
C 1.3134 -1.4989 -3.8324
C 2.6975 -1.8746 -1.1955
C 2.6431 -3.2636 -1.3084
C 3.8065 -4.0129 -1.4179
C 5.0433 -3.3843 -1.4326
C 5.1104 -2.0022 -1.3385
C 3.9453 -1.2596 -1.2159
H 0.0452 -2.8759 -0.9534
H 0.1996 -2.1235 0.6260
H -2.7699 -0.2944 0.4895
H -2.0190 0.5590 -0.8470
H 0.1284 1.3367 3.7012
H -0.1188 0.2091 5.8841
H -1.1782 -2.0242 6.0077
H -1.9996 -3.1105 3.9413
H -1.7809 -1.9797 1.7791
H -0.8263 3.3012 -0.2448
H -2.3047 5.2211 0.0911
H -3.9861 5.1945 1.9169
H -4.1862 3.1913 3.3606
H -2.7255 1.2594 3.0068
H -1.3920 -4.1382 -1.0452
H -3.0440 -5.3874 -2.3064
H -5.0296 -4.2588 -3.2759
H -5.3007 -1.8150 -2.9428
H -3.6303 -0.5311 -1.7246
H -0.9129 0.6332 -2.4545
H -1.8058 0.5767 -4.7341
H -0.6789 -0.7790 -6.4768
H 1.3375 -2.0902 -5.8898
H 2.1994 -2.0737 -3.6001
H 1.6974 -3.7871 -1.3322
H 3.7431 -5.0907 -1.4978
H 5.9495 -3.9704 -1.5195
H 6.0682 -1.4974 -1.3534
H 4.0014 -0.1825 -1.1351
Se 1.0500 2.7173 -1.7112
Se 2.5892 2.0636 -3.2666
Se 4.6260 2.3169 -2.0620
Se 3.9120 2.1428 0.0485
Cl 2.7600 0.5294 3.2055
C 2.3644 -0.2461 1.5753
H 1.8970 -1.1986 1.8355
H 3.3679 -0.4697 1.2206
C 1.8220 5.2623 1.4150
S 2.1629 3.7650 2.3298
C 1.2861 4.1795 3.8275
O 1.2716 2.7308 1.6942
H 2.3495 6.0972 1.8768
H 0.7439 5.4243 1.4002
H 2.1878 5.0892 0.4029
H 1.7152 5.0848 4.2569
H 1.4172 3.3435 4.5127
H 0.2324 4.3150 3.5793

From a Löwdin analysis of the wavefunction, the atomic charges in e read: atom 1 (Ru): 0.227, atom 2 (C): -0.292, atom 3 (N): -0.172, atom 4 (C): -0.308, atom 5 (P): 0.949, atom 6 (C): -0.352, atom 7 (C): -0.149, atom 8 (C): -0.074, atom 9 (C): -0.081, atom 10 (C): -0.074, atom 11 (C): -0.084, atom 12 (C): -0.322, atom 13 (C): -0.121, atom 14 (C): -0.078, atom 15 (C): -0.087, atom 16 (C): -0.078, atom 17 (C): -0.076, atom 18 (C): -0.226, atom 19 (C): -0.028, atom 20 (C): -0.092, atom 21 (C): -0.108, atom 22 (C): -0.089, atom 23 (C): -0.032, atom 24 (P): 0.907, atom 25 (C): -0.368, atom 26 (C): -0.157, atom 27 (C): -0.068, atom 28 (C): -0.082, atom 29 (C): -0.078, atom 30 (C): -0.086, atom 31 (C): -0.344, atom 32 (C): -0.087, atom 33 (C): -0.078, atom 34 (C): -0.080, atom 35 (C): -0.061, atom 36 (C): -0.133, atom 37 (H): 0.056, atom 38 (H): 0.083, atom 39 (H): 0.110, atom 40 (H): 0.076, atom 41 (H): 0.067, atom 42 (H): 0.106, atom 43 (H): 0.103, atom 44 (H): 0.104, atom 45 (H): 0.098, atom 46 (H): -0.018, atom 47 (H): 0.107, atom 48 (H): 0.102, atom 49 (H): 0.103, atom 50 (H): 0.105, atom 51 (H): 0.099, atom 52 (H): 0.102, atom 53 (H): 0.097, atom 54 (H): 0.102, atom 55 (H): 0.100, atom 56 (H): 0.051, atom 57 (H): 0.107, atom 58 (H): 0.102, atom 59 (H): 0.103, atom 60 (H): 0.098, atom 61 (H): 0.096, atom 62 (H): 0.103, atom 63 (H): 0.103, atom 64 (H): 0.109, atom 65 (H): -0.030, atom 66 (Se): 0.074, atom 67 (Se): 0.046, atom 68 (Se): 0.081, atom 69 (Se): 0.184, atom 70 (Cl): 0.447, atom 71 (C): -0.728, atom 72 (H): -0.010, atom 73 (H): -0.051, atom 74 (C): -0.239, atom 75 (S): 0.769, atom 76 (C): -0.237, atom 77 (O): -0.750, atom 78 (H): 0.062, atom 79 (H): 0.058, atom 80 (H): 0.035, atom 81 (H): 0.062, atom 82 (H): 0.048, atom 83 (H): 0.065

Record 3
This record from the Open Molecules 2025 dataset describes 2 unconnected molecules or ions with the total composition C3HBrCl2FO2 at a distorted geometry. The level of theory is the ωB97M-V functional and the def2-TZVPD basis.

Summary:
Total charge: -1
Frontier orbital gap in eV: 6.94
HOMO energy in hartree: -0.1352

Cartesian coordinates (Å):
C 0.0748 -2.8211 0.6294
C 0.0492 1.6048 0.1650
C -0.1088 0.3248 -0.5947
O 0.4998 -2.4088 1.6076
O -0.3443 -3.4237 -0.2577
F 0.3028 2.9430 -0.3160
Cl 1.5235 1.3719 1.1644
Cl 0.9175 0.4477 -2.0922
Br -2.0365 0.3814 -1.1529
H -0.8781 1.5800 0.8470

From a Löwdin analysis of the wavefunction, the atomic charges in e read: atom 1 (C): -0.463, atom 2 (C): -0.944, atom 3 (C): -1.142, atom 4 (O): 0.197, atom 5 (O): 0.188, atom 6 (F): -0.177, atom 7 (Cl): 0.527, atom 8 (Cl): 0.352, atom 9 (Br): 0.390, atom 10 (H): 0.071

Record 4
This record from the Open Molecules 2025 dataset describes a molecular structure, C7H21N2OPSYb at a distorted geometry. The level of theory is the ωB97M-V functional and the def2-TZVPD basis.

Summary:
Total charge: +1
Frontier orbital gap (spin up / spin down) in eV: 5.06 / 7.49
Multiplicity: 2
HOMO energy (spin up / spin down) in hartree: -0.2870 / -0.3788

Cartesian coordinates (Å):
Yb -0.2947 -0.6213 -1.0195
H -1.9000 -0.9791 -2.6336
H -1.2948 -1.1738 -3.0696
P 2.6744 -1.0094 -1.6415
C 3.6079 0.2426 -2.4735
H 4.4793 -0.2851 -2.8819
H 3.0287 0.6854 -3.2949
H 3.9343 1.0220 -1.7764
C 3.7869 -1.9658 -0.6296
H 3.2442 -2.8275 -0.2232
H 4.6025 -2.2758 -1.2985
H 4.1624 -1.3279 0.1758
C 2.1017 -2.1378 -2.9269
H 1.5523 -1.6319 -3.7339
H 3.0421 -2.5185 -3.3570
H 1.5300 -2.9925 -2.5435
C 0.5469 1.6352 -1.7548
O 0.8505 2.7439 -1.8643
H 0.4745 -2.2028 0.0106
H 1.8549 -0.3309 -0.6782
C -3.9914 0.0329 3.2522
N -2.6036 0.0042 2.7834
C -2.0300 0.9127 1.9759
S -0.4618 0.5887 1.2626
N -2.6783 2.1083 1.7751
C -3.1214 2.9326 2.9088
H -4.5266 0.9091 2.8800
H -4.0196 0.0418 4.3529
H -4.4898 -0.8909 2.9389
H -2.1031 -0.8790 2.8788
H -2.2472 2.6838 1.0497
H -2.4100 3.7552 3.0347
H -4.0927 3.3917 2.6882
H -3.2084 2.3595 3.8331

From a Löwdin analysis of the wavefunction, the atomic charges in e read: atom 1 (Yb): 0.460, atom 2 (H): 0.053, atom 3 (H): 0.058, atom 4 (P): 0.693, atom 5 (C): -0.231, atom 6 (H): 0.066, atom 7 (H): 0.063, atom 8 (H): 0.073, atom 9 (C): -0.215, atom 10 (H): 0.058, atom 11 (H): 0.068, atom 12 (H): 0.069, atom 13 (C): -0.257, atom 14 (H): 0.051, atom 15 (H): 0.061, atom 16 (H): 0.048, atom 17 (C): -0.222, atom 18 (O): 0.017, atom 19 (H): -0.163, atom 20 (H): -0.098, atom 21 (C): -0.053, atom 22 (N): -0.026, atom 23 (C): -0.761, atom 24 (S): 0.502, atom 25 (N): -0.050, atom 26 (C): -0.069, atom 27 (H): 0.080, atom 28 (H): 0.099, atom 29 (H): 0.095, atom 30 (H): 0.138, atom 31 (H): 0.122, atom 32 (H): 0.096, atom 33 (H): 0.093, atom 34 (H): 0.082

Record 5
This record from the Open Molecules 2025 dataset describes C9H13ClN2 in the gas phase at a distorted geometry. The level of theory is the ωB97M-V functional and the def2-TZVPD basis.

Summary:
Frontier orbital gap in eV: 9.73
HOMO energy in hartree: -0.3298
SMILES: CN(N)CCc1ccccc1Cl

Cartesian coordinates (Å):
C -2.5615 -0.5880 1.3972
N -2.1590 0.0719 0.1088
N -3.4831 0.2703 -0.5958
C -1.3222 -0.8728 -0.7055
C 0.0372 -1.1676 -0.2076
C 1.1600 -0.1858 -0.1213
C 0.9429 1.2463 -0.1471
C 2.0593 2.1420 -0.0177
C 3.3385 1.6628 0.1759
C 3.5847 0.3184 0.1159
C 2.5631 -0.5821 -0.0191
Cl 2.7704 -2.3419 -0.0343
H -2.6322 0.4888 2.1362
H -1.7185 -1.1791 1.9176
H -3.5805 -1.3584 1.3840
H -3.5864 -0.5317 -1.3976
H -3.3218 1.0759 -1.3523
H -1.6878 -1.9189 -0.9029
H -1.3532 -0.4057 -1.6745
H 0.4093 -1.9917 -0.8573
H 0.0223 -1.5840 0.9302
H -0.0552 1.6613 -0.4364
H 1.8915 3.2134 0.0942
H 4.0849 2.4868 0.2054
H 4.5977 0.0699 0.0039

From a Löwdin analysis of the wavefunction, the atomic charges in e read: atom 1 (C): -0.155, atom 2 (N): -0.280, atom 3 (N): -0.042, atom 4 (C): -0.270, atom 5 (C): -0.230, atom 6 (C): -0.223, atom 7 (C): -0.005, atom 8 (C): -0.092, atom 9 (C): -0.117, atom 10 (C): -0.128, atom 11 (C): -0.553, atom 12 (Cl): 0.659, atom 13 (H): 0.139, atom 14 (H): 0.052, atom 15 (H): 0.129, atom 16 (H): 0.110, atom 17 (H): 0.104, atom 18 (H): 0.128, atom 19 (H): 0.104, atom 20 (H): 0.088, atom 21 (H): 0.159, atom 22 (H): 0.110, atom 23 (H): 0.098, atom 24 (H): 0.120, atom 25 (H): 0.095

The records above give, respectively, energy above the lowest of the compared OMol25 structures with the same formula, charge and spin values of 4.383; 0.247; 0.127; 0.000; 2.753 eV.